49
Properties=species:S:1:pos:R:3:nbo_charge:R:1 method="wB97M-V/def2-TZVPD" charge=0 smiles=COCCCNCCCOc1ccc(Cl)cc1C(C)(C)C e_above_lowest_kcal_mol=4.08 mol_weight_g_mol=313.87 energy_ev=-36190.2487
H 2.407 2.560 3.026 0.1962
C 1.546 -0.134 0.129 -0.4571
H 1.692 -0.687 -0.800 0.2198
H 2.671 4.789 2.417 0.1556
Cl -1.004 -5.504 -3.608 -0.0070
C -1.940 -3.441 -2.146 -0.2216
H 1.126 -1.815 1.446 0.1701
C 0.424 -3.085 -0.793 -0.2960
C -4.290 -1.892 -1.791 -0.6040
O -0.604 -1.270 0.433 -0.5242
H 3.405 -0.842 0.966 0.1939
C -3.499 -1.698 0.547 -0.6033
H -2.699 -1.398 1.214 0.2263
H 1.183 -4.725 -1.942 0.2272
H 4.323 2.898 1.411 0.2202
H -2.386 0.031 -2.245 0.2075
H 1.067 0.812 -0.128 0.2052
H -4.625 -2.910 -1.608 0.2090
O 2.163 5.232 0.466 -0.5349
H -5.111 -1.222 -1.545 0.2142
H -3.578 0.563 -1.055 0.2041
C 0.617 -0.926 1.052 -0.0643
H 3.972 5.175 1.264 0.1937
C -1.875 -2.428 -1.202 -0.0572
C -0.655 -2.254 -0.512 0.3734
N 2.938 0.853 2.019 -0.6248
H 0.467 4.969 1.626 0.1624
C 3.288 3.127 1.154 -0.4558
H -3.752 -2.737 0.751 0.2074
C 0.335 -4.090 -1.739 -0.2242
H 3.545 0.662 0.055 0.1989
H -4.066 -1.770 -2.848 0.2091
H 1.358 2.243 1.635 0.1597
C -0.855 -4.259 -2.413 -0.0448
C 3.036 4.625 1.391 -0.0557
C 2.922 0.120 0.769 -0.2185
H 2.467 0.315 2.738 0.3521
H -1.914 0.261 -0.559 0.2235
H 0.312 -0.307 1.902 0.1934
C -2.711 -0.075 -1.212 -0.6032
H -4.371 -1.082 0.753 0.2038
H 1.359 -2.966 -0.271 0.2154
H 3.153 2.931 0.089 0.2101
H 0.253 5.567 -0.040 0.1948
H -2.846 -3.614 -2.699 0.2293
C -3.079 -1.537 -0.921 -0.0710
C 2.400 2.204 1.991 -0.2187
H 0.621 3.853 0.243 0.1587
C 0.811 4.875 0.589 -0.2488

53
Properties=species:S:1:pos:R:3:nbo_charge:R:1 method="wB97M-V/def2-TZVPD" charge=0 smiles="C[C@H]1CN(C(=O)CCC(=O)N[C@H]2CC[C@H](C)CC2)c2ccccc2O1" e_above_lowest_kcal_mol=0.00 mol_weight_g_mol=344.45 energy_ev=-30319.1157
C -0.952 2.473 0.405 -0.2664
H 1.148 -3.047 1.254 0.2193
C 0.629 -0.375 -3.550 -0.4909
H 0.509 0.680 2.892 0.1987
C -0.879 -0.194 -3.639 0.7015
H 1.027 -0.369 -4.566 0.2388
H -4.951 -1.100 -1.324 0.2173
O -0.619 -2.088 -1.062 -0.6482
H 2.079 1.466 3.066 0.2078
N 1.377 -1.137 -0.639 -0.6126
C 1.157 -0.946 0.782 -0.0621
C 1.402 -1.918 3.078 -0.3992
H -3.434 1.382 -2.581 0.1992
H 2.290 -0.905 -0.996 0.3921
H 0.289 -2.504 -3.430 0.2495
H -5.084 0.585 -0.788 0.2071
C 1.660 -2.144 1.592 -0.3916
C -1.470 1.567 -0.518 0.3594
C -4.520 -0.339 -0.681 -0.6160
H 1.488 1.181 0.675 0.2279
H -3.291 -0.288 -3.207 0.2591
H 1.400 3.958 -1.507 0.2161
C -3.063 -0.113 -1.055 0.0663
H 1.943 -2.010 -2.999 0.2136
H 1.774 -2.771 3.649 0.2089
C 0.090 3.311 0.062 -0.2130
C 0.465 -1.706 -1.454 0.6889
H 1.116 0.394 -2.957 0.2235
H -1.394 2.502 1.388 0.2251
C -0.907 1.496 -1.802 0.0490
H 0.463 2.408 -3.167 0.2189
C 1.582 0.551 2.738 -0.3959
H 2.732 -2.274 1.417 0.1891
H 2.927 0.234 1.086 0.1862
H 3.157 -0.733 3.426 0.1895
H -4.584 -0.667 0.352 0.2229
H 0.326 -1.846 3.248 0.1985
C 1.800 -0.411 5.053 -0.5967
H 0.731 -0.311 5.229 0.2018
C 2.075 -0.635 3.569 -0.2133
C 0.101 2.391 -2.150 -0.2119
C 1.849 0.329 1.252 -0.4000
H 2.290 0.495 5.401 0.2061
O -2.522 0.818 -0.118 -0.5037
H -2.498 -1.051 -0.973 0.2271
C -2.909 0.427 -2.479 -0.2488
H 0.482 4.003 0.791 0.2174
O -1.528 -0.817 -4.454 -0.6151
H 0.074 -0.856 0.916 0.2223
H 2.167 -1.248 5.641 0.2072
C 0.611 3.279 -1.222 -0.2434
C 0.886 -1.752 -2.914 -0.4810
N -1.492 0.620 -2.732 -0.4465

47
Properties=species:S:1:pos:R:3:nbo_charge:R:1 method="wB97M-V/def2-TZVPD" charge=+2 e_above_lowest_kcal_mol=12.24 mol_weight_g_mol=435.25 energy_ev=-44061.3390
C -0.162 0.462 -4.642 -0.0966
C -0.280 -3.385 -0.086 -0.9921
H -2.329 -3.105 1.961 0.2783
H -0.100 0.637 -5.708 0.2582
P -0.311 -0.032 2.625 1.1422
N -0.309 0.041 -1.927 -0.4892
H -0.861 -4.246 0.252 0.2740
C -1.968 -2.081 1.846 -0.7550
H 1.916 -0.766 3.096 0.2781
H -2.407 1.115 3.109 0.2578
C 1.260 -0.004 3.514 -0.9573
H 1.081 -0.210 4.571 0.2611
C -0.892 -1.743 2.869 -0.7327
H -2.831 -1.414 1.930 0.2530
H -0.021 -2.390 2.741 0.2584
H -3.677 4.659 -1.222 0.2579
C -2.976 3.883 -0.944 -0.0934
H 0.661 -3.333 0.458 0.2829
C -1.607 2.013 -1.520 0.1725
H -1.574 0.510 4.562 0.2775
H -2.830 4.479 1.124 0.2597
H -2.836 3.062 -2.925 0.2483
H -3.186 -2.961 -0.684 0.2831
H 0.904 -1.608 -2.209 0.2263
H -1.358 2.201 -4.261 0.2482
H -1.252 -1.869 3.891 0.2729
N -1.225 1.868 -0.243 -0.5353
H 1.749 0.965 3.417 0.2737
C -2.506 2.992 -1.898 -0.2012
C 0.485 -0.621 -4.073 -0.2175
H -1.275 2.636 1.675 0.2082
C -1.439 0.998 3.596 -0.9655
H 1.063 -1.312 -4.670 0.2631
H -0.062 -3.502 -1.148 0.2691
Rh -0.018 0.057 0.244 0.4819
H -3.352 -1.190 -0.805 0.2689
C 0.392 -0.795 -2.706 0.0763
N 3.077 -0.534 0.241 -0.3265
H -2.343 -2.067 -1.974 0.2721
C -0.936 1.099 -2.472 0.1718
C -2.519 3.781 0.360 -0.2256
C -1.652 2.752 0.672 0.0824
C 1.936 -0.350 0.226 -0.0546
C -0.876 1.334 -3.833 -0.1959
C -2.671 -2.031 -0.936 -0.9822
P -1.266 -1.899 0.179 1.3940
H -1.002 1.984 3.758 0.2687

41
Properties=species:S:1:pos:R:3:nbo_charge:R:1 method="wB97M-V/def2-TZVPD" charge=+1 e_above_lowest_kcal_mol=0.00 mol_weight_g_mol=479.16 energy_ev=-100490.0869
H 2.798 3.525 -2.260 0.2373
C 2.163 0.345 4.567 -0.1033
H 5.132 -1.550 -1.115 0.2635
C 1.993 2.255 5.986 -0.1224
C 1.657 1.849 -2.967 -0.0242
H 1.010 3.973 5.162 0.2212
C -0.390 0.046 -2.606 0.1446
C 2.791 2.825 -3.096 -0.6370
H 3.752 2.311 -3.107 0.2324
O -0.383 -2.156 0.204 -0.4920
H 2.706 3.399 -4.016 0.2338
Mo 0.755 -0.983 0.225 1.5907
H 2.471 -0.673 4.377 0.2356
H 0.681 2.354 -4.811 0.2366
H 4.986 -1.334 0.621 0.2660
H 2.493 -4.010 0.876 0.2736
C 4.895 -2.068 -0.183 -0.7233
N 0.563 0.129 -1.677 -0.5122
O 1.713 -0.874 2.102 -0.6892
H 3.958 -4.619 0.058 0.2442
H 2.182 2.740 6.935 0.2299
C 3.482 -2.533 -0.231 0.6883
O 2.589 -1.702 -0.430 -0.6203
O 0.501 0.763 1.352 -0.6631
H 0.198 3.898 3.092 0.4892
H 5.596 -2.881 -0.024 0.2440
H -1.163 0.724 -4.475 0.2534
C 0.657 1.732 -3.925 -0.1318
C 2.416 0.944 5.779 -0.2553
C 1.487 1.029 3.547 -0.3157
C 3.103 -3.957 -0.032 -0.7340
Br -1.803 -1.144 -2.344 0.1530
C -0.371 0.828 -3.749 -0.2424
C 1.221 0.307 2.308 0.7973
H 2.312 1.058 -1.090 0.2029
H 2.457 -4.276 -0.852 0.2691
C 1.558 1.016 -1.870 0.0444
H 2.931 0.405 6.561 0.2313
C 1.071 2.350 3.765 0.4560
C 1.332 2.952 4.994 -0.3245
O 0.438 3.019 2.779 -0.6475